This record from the Open Molecules 2025 dataset describes a cluster of 2 separate species, C3H6N2O3S in total. The level of theory is ωB97M-V/def2-TZVPD.

```
15
Properties=species:S:1:pos:R:3
S 2.08339 -0.08700 -0.04190
O 1.48113 0.87476 -1.27026
O 3.10345 0.57509 0.70944
O 2.51747 -1.30670 -0.70800
N -0.83564 0.11679 -1.13499
N 0.06165 1.08936 0.61594
C 0.13953 1.23588 -0.86156
C -0.34695 -0.96822 -0.16242
C 0.45859 -0.18215 0.86547
H 0.65547 -0.42493 2.64786
H 0.27631 -1.70271 -0.68450
H -0.61612 -0.24241 -2.08240
H -0.22951 2.15106 -1.37179
H 0.62229 1.73007 1.12894
H -1.26748 -1.37194 0.29341
```

The value obtained for the frontier orbital gap is 8.66 eV.

This record from the Open Molecules 2025 dataset describes a structure of composition C39H37F9HgOP2. The level of theory is ωB97M-V/def2-TZVPD.

```
89
Properties=species:S:1:pos:R:3
Hg 0.08457 -0.09653 0.00508
P 1.81027 -1.26855 0.77714
P 0.47787 -1.02991 -2.07268
F 0.20765 3.72982 1.50686
F -0.80759 2.07201 3.20740
F -4.19967 1.85560 0.83027
F -2.63457 3.23039 3.36762
F -1.57624 4.94370 1.72827
F -3.91495 3.94556 1.30164
F -3.43920 3.23802 -0.67612
F -0.90416 4.33627 -0.23974
F -2.70143 1.12876 2.81819
O -1.06167 1.60306 0.83394
C 1.74938 -3.81601 3.96156
C 0.18840 -3.34791 1.69210
C -1.28781 -4.37004 -3.60480
C 4.48106 -0.86039 1.42325
C 5.71813 -5.03148 -1.75227
C -0.33795 -3.41591 -3.23375
C 1.61955 2.08896 -4.46494
C -2.10634 -2.01728 -2.33549
C 3.87180 -7.69462 -1.76633
C 5.28267 1.01197 2.73324
C 1.48141 1.25437 -3.36025
C -0.19052 -4.32469 2.61306
C -1.94071 2.71209 1.25097
C 0.29772 0.57043 -5.79787
C 3.97192 1.47891 2.86991
C -1.03966 3.96103 1.04688
C -1.72892 1.11726 -0.77890
C 2.13554 -2.84271 3.04211
C 4.10390 -6.70175 -0.66731
C -0.74121 -2.23482 -2.58643
C 2.51949 -2.08205 -0.62408
C 5.44524 -5.51754 -3.19380
C 0.73809 0.05435 -3.47231
C 3.16291 -0.38973 1.54910
C -2.03521 2.29173 2.69942
C 0.15708 -0.27173 -4.70297
C -2.64124 -4.15011 -3.34217
C -3.39086 2.92521 0.64712
C 2.94701 -5.96699 -3.46614
C 2.75740 -7.27019 -2.75218
C 2.91676 0.78265 2.28386
C 1.03264 1.75206 -5.68451
C 4.04779 -5.24728 -3.65892
C 1.35827 -2.59393 1.90545
C 5.53747 -0.15211 2.01287
C 1.95188 -1.95164 -1.85799
C -3.04839 -2.97657 -2.70968
C 0.58808 -4.56168 3.74802
C 4.85305 -5.60815 -0.66985
H -0.42488 -1.19475 -4.79208
H 6.15306 -4.97388 -3.85872
H 2.60387 -8.07973 -3.48532
H -0.96661 -5.28701 -4.10489
H 4.87798 -5.01824 0.26519
H -2.40929 -1.09264 -1.84902
H -3.38115 -4.89752 -3.63739
H 5.59132 -3.93206 -1.73062
H 3.77228 2.38841 3.44002
H 4.68486 -1.77426 0.87376
H 3.41957 -2.71261 -0.47389
H 0.28907 -5.32571 4.46834
H 3.53885 -6.91868 0.26640
H -0.17026 0.30430 -6.74706
H 1.80781 -7.20899 -2.18820
H 3.55588 -8.66019 -1.31400
H 2.01237 -5.57512 -3.90624
H 5.71127 -6.57785 -3.28561
H 0.71545 -3.58677 -3.44803
H 6.10759 1.55922 3.19493
H 4.79334 -7.91492 -2.31899
H -1.10018 -4.90214 2.44395
H -0.42997 -3.15480 0.81590
H 6.55903 -0.52264 1.90608
H -2.60563 0.80646 -0.34127
H 3.92998 -4.29738 -4.22259
H -1.70239 1.02327 -1.84472
H 2.35752 -3.99189 4.84920
H 1.14382 2.41101 -6.54852
H 6.78061 -5.20251 -1.51112
H 3.04328 -2.26065 3.21629
H 2.38145 -2.46688 -2.74154
H 1.88651 1.13153 2.38602
H -1.49204 2.21306 -0.67099
H 2.19153 3.01515 -4.37106
H 1.92582 1.52461 -2.40470
H -4.10728 -2.79859 -2.50974
```

The value obtained for the frontier orbital gap is 4.75 eV.

This record from the Open Molecules 2025 dataset describes a cluster of 11 separate species, C75H161N11O11 in total. The level of theory is ωB97M-V/def2-TZVPD.

```
258
Properties=species:S:1:pos:R:3
O 1.82966 4.16469 0.78674
O 2.54582 -2.61102 -1.67302
O -5.64936 -1.78007 -5.46013
O -2.83512 7.26896 0.52333
O -2.09096 -7.30951 1.50351
O 2.08334 5.21995 -5.33761
O -1.49933 -1.65623 -7.19070
O -6.01440 3.67981 0.98251
O 2.70135 0.51156 5.61650
O 1.96948 -0.78657 0.19814
O 4.08121 0.98007 1.11987
N -0.33924 -2.40946 -7.40512
N 0.61922 -1.03102 0.51003
N 2.99640 4.07030 2.74526
N 2.95178 -0.22513 6.80810
N 4.31988 -3.17619 -3.06660
N -6.76954 2.59272 0.27274
N 5.09549 0.43932 0.26860
N -3.75171 -2.30376 -4.35501
N -1.60537 -6.55161 0.35664
N 1.14837 3.86756 -3.79429
N -3.21622 6.10306 1.19782
C 4.20890 -0.93027 6.54582
C 2.11182 -1.83292 8.39333
C 3.29194 -2.74911 8.06682
C 1.40212 -2.19494 2.42615
C 0.35683 -5.64642 -0.80105
C 6.93860 1.05352 -1.12593
C -4.07542 5.47685 3.49907
C -0.92444 -1.26909 2.39434
C -4.56300 -2.33402 -5.41324
C 0.88832 -3.81109 -8.98430
C -8.76790 0.54136 0.39199
C -0.72396 5.91652 1.80065
C 4.24456 -1.77287 5.20414
C 1.70512 5.04754 -4.18467
C 4.64128 -3.94809 -4.26427
C -4.07875 -1.63729 -3.04790
C -4.99082 1.03472 0.65209
C -0.24812 -0.07601 -0.21475
C -0.33714 -3.02782 -8.75304
C 0.06820 1.45419 -0.06727
C 0.48570 -6.07710 1.69006
C -6.41456 1.37830 0.97323
C 0.56331 -1.04331 1.99392
C -2.05234 5.23961 1.36177
C -1.69971 -0.33437 0.23658
C -8.19963 4.25599 -0.62961
C -0.23649 -4.26742 -0.76577
C 0.69741 -1.44276 -5.42942
C 2.11045 -2.99106 -8.70996
C 7.11209 -0.89380 0.35020
C 5.02660 -1.68027 1.46514
C 6.42301 0.21793 2.46428
C -8.96470 1.89606 -0.31780
C -1.65513 -3.90713 -8.75376
C 5.73190 1.59859 -0.45224
C -3.86883 6.69856 2.43594
C 2.05221 -2.45494 -7.26989
C 0.80146 3.71829 -2.39317
C -2.47438 -3.05568 -4.40375
C -0.51412 -2.01040 -9.89747
C 0.98678 0.26911 2.61756
C 3.50253 3.13176 3.77874
C 0.83662 -1.64348 -6.96665
C 1.17793 -1.77010 6.02715
C 1.75631 -0.97104 7.17453
C -1.76001 -4.29352 -0.64033
C -8.17754 3.03165 0.28651
C -3.11023 7.81074 3.16364
C 7.90386 0.25387 -0.20214
C 2.19844 3.61575 1.78786
C 4.68301 2.27382 -1.42799
C -1.86269 4.64881 -0.02337
C 3.62339 5.40294 2.67597
C 6.22543 2.79892 0.41140
C -5.23037 7.14219 1.97557
C 0.81081 2.76947 -4.76045
C 3.04724 -3.20355 -2.62300
C 4.49108 -1.91743 7.67928
C -7.31159 0.21706 0.56571
C -6.63042 1.45401 2.51981
C 0.40010 -7.89465 0.02274
C -1.83556 -0.23795 1.78325
C -8.80257 3.51422 1.60090
C -2.18000 -4.62755 1.78016
C -2.85879 4.65790 3.65947
C -2.37469 4.09020 2.26128
C -0.06789 -0.48707 -1.65913
C 5.36274 -2.14224 -2.75584
C -0.13175 -6.52717 0.36576
C 5.92281 -0.46540 1.13334
C 5.33144 0.19349 6.44865
C 0.72511 0.06466 7.61465
C 0.99026 -0.22737 -7.59897
C -3.78404 -5.52967 0.13461
C -2.29725 -5.29303 0.40346
H 8.76656 -0.11924 -0.77375
H 1.54720 -6.28572 1.59798
H -2.89250 -0.26244 2.07039
H 1.84584 5.77964 -3.35838
H 7.74476 -1.45788 1.05181
H 1.08959 3.15435 -5.76186
H -9.40347 0.50869 1.29281
H 0.12713 -2.00622 6.23437
H 2.46077 -2.05669 2.17628
H 0.22246 -3.59927 -0.02651
H 1.26042 -1.10174 5.17627
H -5.03683 -1.11358 -3.03895
H 2.31536 -2.22894 -9.46390
H -8.69056 1.78282 -1.39648
H -7.67784 1.22137 2.72122
H 5.22588 -2.03963 4.88561
H 3.05731 3.32719 4.74887
H -3.20907 3.47227 1.94048
H 2.29966 -1.16956 9.25145
H 1.27933 -2.41538 3.53284
H -6.46537 2.48193 2.82245
H 1.15096 1.65216 0.20472
H -0.99810 4.02126 0.01311
H 2.16262 -1.49044 -0.46238
H 2.69789 1.42708 5.88281
H -1.34393 -2.29145 2.25171
H 3.77684 5.78116 3.65328
H -2.37560 -8.12307 1.07594
H 1.48902 -0.87539 -4.94998
H 3.02006 -3.58855 -8.78099
H -7.83679 5.16343 -0.11449
H -4.46905 5.89046 4.44805
H 3.53141 -3.21857 8.98047
H 0.04887 -8.63035 0.72650
H 6.80017 -1.60251 -0.41270
H -1.63865 -2.37435 -4.13847
H 6.55272 -0.60876 3.17063
H -0.73831 -2.54752 -10.81355
H 7.41029 0.71192 2.44374
H 5.26244 2.88125 -2.14208
H 5.33740 -2.53785 7.45648
H -0.18410 -0.45544 7.97115
H -1.65310 5.47077 -0.69708
H -4.12812 -2.46470 -2.30978
H -3.91414 8.43532 3.63280
H 3.08717 -3.47004 7.30581
H -7.09011 -0.62544 1.23584
H 0.17468 0.52600 -7.43143
H 0.53453 -2.43907 -4.99199
H -4.38764 -4.65907 -0.23590
H -3.06582 3.72447 4.25438
H 2.09851 -3.32847 -6.55262
H 1.88980 2.57359 2.07163
H -2.09318 5.20768 4.19303
H -5.10899 7.95450 1.22572
H 5.46896 2.94997 1.17656
H 7.47684 1.88823 -1.62505
H 8.34556 0.86408 0.56008
H -9.22110 4.44024 -1.01798
H 2.98293 6.07877 2.05142
H -0.69192 6.66301 1.00762
H -0.94927 -1.18688 3.46513
H -9.84938 3.78545 1.42947
H -2.76498 4.11891 -0.27626
H 2.94016 -1.83303 -7.09745
H 4.63070 5.36679 2.24201
H 6.33261 -0.31666 6.59572
H -8.84086 2.71385 2.33270
H 4.78821 -1.29012 8.55137
H -1.43779 3.55037 2.42323
H 3.21952 2.13956 3.53307
H -1.23888 -4.12364 2.02292
H -2.96196 -3.87657 1.82281
H 0.27680 -5.05012 1.93370
H -10.03265 2.08242 -0.25408
H -3.26240 -0.97008 -2.79420
H -2.54307 7.38356 4.00730
H 6.37365 -2.56947 -2.68234
H 0.08131 -6.80233 2.36437
H 5.14538 0.98056 7.17377
H 6.58180 0.40094 -1.91181
H -8.15656 4.31290 2.03649
H -3.87447 -6.29782 -0.65445
H -1.72043 -4.47405 -7.85696
H -4.83171 1.03355 -0.43586
H 0.10381 5.22833 1.67194
H 5.37227 -1.44928 -3.60221
H 0.46910 -1.55727 -10.01249
H 1.31845 2.82732 -2.10418
H 3.29056 0.53426 0.76717
H -2.54346 -3.28185 -8.75687
H 1.00631 -0.35726 -1.92469
H -2.02295 -3.30878 -0.28980
H -5.85238 7.48947 2.83704
H -0.22076 1.80181 -1.05093
H 1.38878 1.92837 -4.45298
H -2.52638 -3.84882 -3.68577
H 3.79623 -1.10855 4.40085
H 4.43735 -2.03163 0.60862
H 4.10473 1.45290 -1.89164
H 0.00487 -6.11635 -1.72598
H 0.95222 -4.67576 -8.28464
H 1.98686 0.55659 2.27517
H 2.41564 -3.97081 -3.20694
H -4.67487 0.07918 1.07800
H -0.37586 -1.53912 -1.76095
H -1.51911 0.71151 2.18112
H 1.19925 0.09347 3.69626
H 1.03158 -3.04036 1.80275
H -1.32516 -1.31918 -9.69589
H -7.08104 -0.12543 -0.45887
H 1.12575 0.59434 8.49053
H -2.21877 -5.40276 2.53098
H 3.70746 -2.69382 5.33039
H 1.48158 -8.00716 0.06724
H -3.13300 7.07630 -0.39217
H -4.25023 1.77080 1.00299
H 0.02071 -8.25684 -0.92577
H 5.69432 0.93520 2.79829
H -1.92809 -1.33847 -0.17248
H -2.39178 0.43167 -0.23885
H -4.24593 -5.89883 1.05014
H -0.80307 6.32231 2.78693
H 1.45629 -5.62202 -0.84058
H -1.66399 -4.54566 -9.62964
H 4.41337 -1.40025 2.31579
H 0.24717 1.03385 2.50712
H -2.44234 8.44031 2.54750
H 5.66121 -4.27116 -4.19734
H -0.22454 2.47263 -4.76987
H 4.00185 -4.83593 -4.40975
H 0.56976 0.81363 6.82827
H 1.26330 4.54468 -1.76687
H -4.18578 -2.81446 -6.32484
H 5.20087 -1.55190 -1.83903
H -2.24313 -4.52707 -1.58155
H -0.05049 -3.75634 -1.70675
H -7.55004 4.06572 -1.46852
H -1.51265 -0.96598 -7.87889
H -4.91524 4.91102 3.02141
H 4.57282 3.21916 3.76940
H 1.20611 -2.34771 8.65725
H 0.89137 -4.22840 -10.00628
H -0.58617 0.15879 -2.37154
H 7.16443 2.60481 0.94840
H -5.46830 4.01766 0.28804
H 4.55280 -3.27903 -5.12330
H -5.78257 6.29018 1.59653
H -5.98805 0.73155 3.01291
H 6.16413 3.65968 -0.25916
H -0.20636 -0.84509 -5.36123
H 5.27241 0.64717 5.46892
H -0.27098 3.59036 -2.27493
H -9.29372 -0.16354 -0.28324
H 1.80151 -2.66190 5.90058
H 1.91722 0.22915 -7.32310
H 3.98031 2.90911 -0.86850
H 5.77271 -2.45089 1.78029
H -2.37319 -3.46219 -5.39444
H 1.08797 -0.24011 -8.71750
H -0.57209 1.89364 0.75376
```

As for the SMILES: CC1(C)CCCC(C)(C)N1O.CC1(C)CCCC(C)(C)N1O.CC1(C)CCCC(C)(C)N1O.CC1(C)CCCC(C)(C)N1O.CC1(C)CCCC(C)(C)N1O.CC1(C)CCCC(C)(C)N1O.CC1(C)CCCC(C)(C)N1O.CN(C)C=O.CN(C)C=O.CN(C)C=O.CN(C)C=O. The value obtained for the frontier orbital gap is 8.61 eV.

This record from the Open Molecules 2025 dataset describes a structure of composition C3H2O2Zn. The level of theory is ωB97M-V/def2-TZVPD.

```
8
Properties=species:S:1:pos:R:3
Zn 2.45126 0.32264 0.03314
O -0.00194 -1.10187 0.64861
O -0.37827 0.72523 -0.56313
C -1.58084 0.17392 -0.22428
C -1.35564 -0.95178 0.47569
C 0.62144 -0.00033 0.07657
H -2.33836 -0.03158 -1.02976
H -2.01167 -1.52943 1.11960
```

The value obtained for the frontier orbital gap (alpha / beta) is 6.83 / 9.73 eV. The total charge is +1. Its expectation value of S² is 0.7516. The multiplicity is 2.